Here is a structure of composition C5H8N2O at a distorted geometry from OMol25. Energies are from ωB97M-V/def2-TZVPD.

Cartesian coordinates (Å):
C 0.51237 -0.16871 -0.07763
C -1.41393 0.62169 -1.50657
N 2.51354 -1.07797 -1.48119
H -2.26518 0.12531 -0.91250
H 0.10171 2.17748 -0.48217
H -0.45805 1.02620 1.49676
C 1.69534 -0.61697 -0.77779
O 1.54288 0.28134 2.12763
H 1.77287 -0.70578 2.70417
C -0.20461 -1.12860 0.84969
H -1.15903 0.02064 -2.35929
C 0.40979 0.13718 1.31005
H 0.46536 -2.01647 1.03932
H -2.00561 1.46496 -1.71865
H -1.37049 -1.01090 0.60748
N -0.13697 0.87060 -0.81932

Atomic forces in eV per Å
0.35 2.23 -2.39
0.01 -1.36 1.81
-1.77 1.23 1.84
1.49 -0.23 -0.18
-1.06 -5.78 -1.00
2.86 -2.40 -0.28
2.06 -1.65 -1.60
0.54 -4.79 2.46
-1.24 4.52 -2.70
-1.77 0.18 -0.69
-0.54 -0.22 -0.67
-1.44 2.57 3.97
-1.63 0.56 -0.33
0.26 1.69 -0.92
2.73 -1.35 1.12
-0.86 4.80 -0.44

spin multiplicity: 1
Kohn-Sham gap: 9.26 eV
E: -10336.4991 eV
energy relative to the best compared isomer or geometry (same formula, charge and spin): 143.6 kcal/mol
LUMO energy: 0.38 eV
molar mass: 112.1 g mol⁻¹
HOMO energy: -8.87 eV
strongest force on any atom: 5.96 eV/Å